Entry 1:
ORCA calculation (ωB97M-V/def2-TZVPD) on a single C2H9N5 molecule at a distorted geometry.

F_max: 0.04839 Eh/bohr
HOMO: -8.73 eV
ΔE to the lowest compared entry with this formula, charge and spin: 218.2 kJ/mol
DFT total energy: -9668.6342 eV

Cartesian coordinates (Å):
H 1.969 0.459 1.247
N 1.164 1.047 1.066
C 0.274 0.483 0.367
N -0.954 1.240 0.104
N -0.985 2.545 0.623
N 0.264 -0.779 -0.142
C -0.795 -1.370 -0.926
N 1.515 -1.534 0.029
H -1.167 1.263 -0.888
H -1.241 2.484 1.606
H -0.045 2.951 0.596
H -0.655 -1.196 -2.000
H -0.809 -2.448 -0.748
H -1.754 -0.959 -0.613
H 1.891 -1.802 -0.880
H 1.327 -2.386 0.558

=====

Entry 2:
ORCA calculation (ωB97M-V/def2-TZVPD) on a gas-phase ion, C2H9N6 (charge +1) at a distorted geometry.

F_max: 0.11874 Eh/bohr
net charge: +1
HOMO (spin up / spin down): -12.44 / -12.44 eV
ΔE to the lowest compared entry with this formula, charge and spin: 338.6 kJ/mol
DFT total energy: -11148.5894 eV

Cartesian coordinates (Å):
C 0.039 -1.243 -0.203
C 1.488 -0.865 -0.139
N -0.387 -2.416 -0.452
N 1.547 0.327 0.657
N -0.804 -0.154 0.178
N -1.880 0.041 -0.724
N 0.569 2.338 0.767
N 0.821 1.277 0.072
H 2.072 -1.536 0.318
H 2.017 -0.788 -1.194
H -1.361 -2.532 -0.302
H 1.553 0.260 1.669
H -1.878 -0.933 -1.287
H -2.790 0.204 -0.136
H -0.110 2.911 0.278
H 0.871 2.261 1.730
H -1.766 0.849 -1.232

=====

Entry 3:
ORCA calculation (ωB97M-V/def2-TZVPD) on 2 unconnected molecules or ions with the total composition C2H9NO.

F_max: 0.01293 Eh/bohr
HOMO: -8.77 eV
ΔE to the lowest compared entry with this formula, charge and spin: 53.2 kJ/mol
DFT total energy: -5756.9717 eV

Cartesian coordinates (Å):
C -1.542 1.879 -0.978
N -0.937 0.625 -1.440
C 0.184 0.213 -0.610
H -2.286 2.197 -1.702
H -1.992 1.724 -0.007
H -0.805 2.693 -0.900
H -0.594 0.807 -2.376
H 0.733 1.059 -0.185
H 0.860 -0.400 -1.209
H -0.159 -0.375 0.251
O 2.206 -3.331 2.704
H 1.855 -4.196 2.931
H 2.476 -2.893 3.521

=====

Entry 4:
ORCA calculation (ωB97M-V/def2-TZVPD) on 2 unconnected molecules or ions with the total composition C2H9NO at a distorted geometry.

F_max: 0.06209 Eh/bohr
HOMO: -9.25 eV
ΔE to the lowest compared entry with this formula, charge and spin: 122.2 kJ/mol
DFT total energy: -5756.2562 eV

Cartesian coordinates (Å):
C 0.395 -1.359 0.811
O 0.327 -0.265 -0.089
C 1.418 0.244 -0.869
H -0.468 -2.000 0.616
H 1.349 -1.849 0.648
H 0.313 -1.023 1.843
H 1.935 0.931 -0.184
H 2.189 -0.521 -1.002
H 0.906 0.763 -1.664
N -2.290 1.250 0.066
H -1.597 0.764 0.607
H -2.165 2.239 0.059
H -2.313 0.826 -0.843

=====

Entry 5:
ORCA calculation (ωB97M-V/def2-TZVPD) on 2 unconnected molecules or ions with the total composition C2H9NO2 at a distorted geometry.

F_max: 0.03098 Eh/bohr
HOMO: -9.54 eV
ΔE to the lowest compared entry with this formula, charge and spin: 19.0 kJ/mol
DFT total energy: -7804.5291 eV

Cartesian coordinates (Å):
N 0.687 1.062 -0.531
C 1.532 -0.055 -0.116
C 0.715 -1.065 0.721
O -0.292 -0.391 1.499
H 1.206 1.924 -0.595
H -0.008 1.128 0.217
H 2.402 0.258 0.440
H 1.955 -0.548 -0.991
H 1.344 -1.604 1.407
H 0.208 -1.700 0.008
H -1.168 -0.574 1.145
O -2.283 0.318 -1.340
H -1.631 -0.368 -1.582
H -1.752 1.100 -1.154

=====

Entry 6:
ORCA calculation (ωB97M-V/def2-TZVPD) on 2 unconnected molecules or ions with the total composition C2H9NO2 at a distorted geometry.

F_max: 0.08750 Eh/bohr
HOMO: -9.13 eV
ΔE to the lowest compared entry with this formula, charge and spin: 144.6 kJ/mol
DFT total energy: -7803.2269 eV

Cartesian coordinates (Å):
N 1.376 0.941 -1.334
C 1.279 1.861 -0.199
O 1.735 1.282 1.098
H 2.182 0.424 -1.381
H 1.215 1.631 -2.088
H 1.934 2.714 -0.489
H 0.318 2.324 -0.202
H 0.959 0.687 1.334
C -1.879 -2.250 0.299
O -1.013 -1.385 1.084
H -1.465 -2.740 -0.638
H -2.357 -2.940 1.028
H -2.738 -1.720 -0.154
H -1.546 -0.829 1.642

=====

Entry 7:
ORCA calculation (ωB97M-V/def2-TZVPD) on 3 unconnected molecules or ions with the total composition C2H9NO3 at a distorted geometry.

F_max: 0.08327 Eh/bohr
HOMO: -9.56 eV
ΔE to the lowest compared entry with this formula, charge and spin: 251.7 kJ/mol
DFT total energy: -9851.0375 eV

Cartesian coordinates (Å):
N -0.329 0.218 2.554
C 0.322 1.195 1.704
C 1.202 2.261 2.347
O 1.457 2.125 3.539
H -1.093 0.668 3.058
H 0.430 0.067 3.209
H 1.018 0.813 0.933
H -0.390 1.820 1.178
H 2.004 2.866 1.868
O -2.973 -2.259 -4.953
H -3.894 -2.148 -5.276
H -3.326 -2.768 -4.200
O 1.678 -1.657 -1.658
H 2.515 -2.071 -1.897
H 1.379 -1.130 -2.402

=====

Entry 8:
ORCA calculation (ωB97M-V/def2-TZVPD) on 2 unconnected molecules or ions with the total composition C2H9NO3Si at a distorted geometry.

F_max: 0.09262 Eh/bohr
HOMO: -8.44 eV
ΔE to the lowest compared entry with this formula, charge and spin: 565.5 kJ/mol
DFT total energy: -17727.8439 eV

Cartesian coordinates (Å):
C 0.798 -0.807 -0.842
C 1.664 0.111 0.009
N -2.269 1.067 -0.135
O 1.820 -0.446 1.315
O 0.915 1.336 0.017
O 2.915 0.247 -0.531
Si -1.720 -0.527 0.220
H 0.978 -1.800 -0.593
H 0.917 -0.780 -1.843
H -1.592 1.729 0.186
H -2.528 1.325 -1.071
H 1.187 -1.146 1.632
H 1.647 1.925 0.005
H 3.456 0.825 0.081
H -2.620 -1.692 -0.072
H -1.603 -0.360 1.753

=====

Entry 9:
ORCA calculation (ωB97M-V/def2-TZVPD) on 3 unconnected molecules or ions with the total composition C2H9NO4 at a distorted geometry.

F_max: 0.12145 Eh/bohr
HOMO: -10.52 eV
ΔE to the lowest compared entry with this formula, charge and spin: 189.9 kJ/mol
DFT total energy: -11898.8607 eV

Cartesian coordinates (Å):
C 0.324 -0.280 -2.135
N -0.797 -0.455 -1.210
C -0.624 -0.946 0.254
O -1.320 -0.707 1.141
O 0.449 -1.825 0.558
H 0.867 0.628 -1.774
H 0.814 -1.221 -2.121
H -0.070 -0.137 -3.117
H -1.180 0.570 -0.934
H 0.714 -2.465 -0.108
O -0.615 2.832 -0.386
H -0.206 2.083 0.088
H -1.505 2.399 -0.600
O 2.089 0.605 1.798
H 1.392 0.056 2.086
H 1.732 1.380 1.350

=====

Entry 10:
ORCA calculation (ωB97M-V/def2-TZVPD) on 3 unconnected molecules or ions with the total composition C2H9NO4 at a distorted geometry.

F_max: 0.08976 Eh/bohr
HOMO: -9.47 eV
ΔE to the lowest compared entry with this formula, charge and spin: 193.2 kJ/mol
DFT total energy: -11898.8270 eV

Cartesian coordinates (Å):
N 2.005 -0.128 -0.859
C 1.995 0.271 0.529
C 0.578 0.799 1.061
O 0.343 1.278 2.136
O -0.466 0.801 0.176
H 1.061 -0.138 -1.230
H 2.498 0.644 -1.295
H 2.697 1.107 0.741
H 2.449 -0.433 1.277
H -0.426 -0.297 -0.329
O -1.082 -0.972 -1.408
H -1.770 -1.344 -0.798
H -1.541 -0.415 -2.047
O -2.794 -0.739 0.688
H -1.981 -0.252 0.497
H -3.567 -0.180 0.859

=====

Entry 11:
ORCA calculation (ωB97M-V/def2-TZVPD) on 3 unconnected molecules or ions with the total composition C2H9NO4 at a distorted geometry.

F_max: 0.03643 Eh/bohr
HOMO: -9.98 eV
ΔE to the lowest compared entry with this formula, charge and spin: 98.5 kJ/mol
DFT total energy: -11899.8084 eV

Cartesian coordinates (Å):
N 1.439 1.845 -1.952
C 1.690 1.373 -0.557
C 0.475 0.809 0.075
O -0.579 1.370 -0.048
O 0.638 -0.253 0.886
H 0.447 2.042 -1.962
H 1.946 2.713 -2.044
H 2.036 2.058 0.236
H 2.458 0.606 -0.677
H -0.025 -0.924 0.612
O -1.245 -2.731 -0.689
H -1.392 -2.295 0.164
H -0.996 -2.062 -1.326
O -2.121 -1.470 2.070
H -2.617 -0.831 2.571
H -2.154 -2.251 2.643

=====

Entry 12:
ORCA calculation (ωB97M-V/def2-TZVPD) on 2 unconnected molecules or ions with the total composition C2H9NO4PS.

F_max: 0.01543 Eh/bohr
net charge: +1
HOMO: -14.03 eV
DFT total energy: -32013.8544 eV

Cartesian coordinates (Å):
C -1.703 2.446 1.888
P -0.383 1.558 1.007
O -0.535 0.060 1.622
S -1.437 1.063 -0.842
O -0.255 1.274 -1.881
H -1.572 3.519 1.751
H -1.525 2.218 2.943
H -2.723 2.136 1.659
H -0.011 0.002 2.430
H -2.158 2.165 -1.114
H 0.034 0.389 -2.198
C 2.153 -2.806 -0.697
N 1.242 -1.920 -1.468
O 0.310 -2.407 -2.057
O 1.491 -0.719 -1.467
H 1.798 -3.823 -0.802
H 3.149 -2.681 -1.110
H 2.125 -2.472 0.335